Below is a molecular structure, C5H6O2, with properties calculated with wB97M-V/def2-TZVPD.

Relative energy (zero: lowest compared OMol25 entry of this formula, charge and spin) = 3.9678 eV
HOMO-LUMO gap = 0.369 Ha

```
13
C5H6O2 (wB97M-V/def2-TZVPD)
C -1.08456 -1.08900 -0.36918
O -0.78389 -0.67177 1.26831
C -0.00606 0.51553 1.22470
C 1.31100 0.42878 0.49769
O 1.27822 -0.77699 -0.24875
C 0.06821 -0.32496 -0.89221
C 0.11540 1.02034 -0.19096
H -2.04091 -0.73637 -0.82940
H -1.01402 -2.17003 -0.63660
H -0.09293 1.29275 2.00182
H 2.27695 0.86493 0.72642
H 0.16023 -0.33671 -1.97550
H -0.18763 1.98350 -0.57633
```